# 1
Density functional theory data (the ωB97M-V functional and the def2-TZVPD basis) for a structure of composition C3H8N3 at a distorted geometry.

Computed properties:
- total charge = +1
- strongest force on any atom (eV/A) = 6.23
- expectation value of S² = 2.008
- ΔE to the lowest compared entry with this formula, charge and spin (kJ/mol) = 321.21
- multiplicity = 3
- Kohn-Sham gap (alpha / beta) (eV) = 6.6 / 7.5

Last column: Löwdin spin population.
CARTESIAN COORDINATES (ANGSTROEM)
1 N 1.304 1.191 0.811  0.377
2 N -0.702 0.538 -1.144  0.763
3 N -1.401 -1.237 0.472  0.037
4 C 0.350 -0.024 -0.616  0.565
5 C -2.082 -0.486 -0.207  0.088
6 C -0.057 -1.245 0.231  0.050
7 H -0.862 0.915 -2.093  0.030
8 H 1.172 1.025 1.858  0.014
9 H 0.507 -1.461 1.198  0.009
10 H 0.186 -2.091 -0.525  0.020
11 H 1.337 -0.218 -1.124  0.023
12 H -3.148 -0.329 -0.358  0.007
13 H 2.324 1.238 0.781  0.012
14 H 1.071 2.184 0.716  0.004

Cartesian forces (eV/Å) of the 6 atoms listed first:
N 1.072 2.061 3.544
N -5.667 1.710 -1.293
N -2.744 0.703 -0.869
C 5.140 -3.088 1.697
C 0.519 0.179 -0.121
C 3.874 -1.970 -0.409

# 2
Density functional theory data (the ωB97M-V functional and the def2-TZVPD basis) for the ion C5H12N with charge +1 at a distorted geometry.

Computed properties:
- SMILES = C=C(C)CC[NH3+]
- total charge = +1
- strongest force on any atom (eV/A) = 2.53
- ΔE to the lowest compared entry with this formula, charge and spin (kJ/mol) = 115.63
- Kohn-Sham gap (eV) = 10.4

Last column: Löwdin charge in e.
CARTESIAN COORDINATES (ANGSTROEM)
1 N -0.357 2.004 -0.164  0.185
2 C 1.734 -0.327 0.225  0.047
3 C -1.332 0.926 0.231  -0.137
4 C 0.475 -0.713 -0.046  -0.350
5 C -0.649 -0.256 0.889  -0.136
6 C 0.351 -1.959 -0.912  -0.046
7 H 2.603 -0.724 -0.281  0.083
8 H -0.204 -0.032 1.863  0.124
9 H -2.101 1.460 0.801  0.139
10 H 0.516 1.524 -0.465  0.135
11 H 1.987 0.325 1.063  0.081
12 H -0.454 -2.590 -0.535  0.083
13 H -1.822 0.624 -0.691  0.137
14 H -1.362 -1.029 1.180  0.133
15 H -0.114 2.646 0.592  0.178
16 H 1.211 -2.618 -0.795  0.085
17 H 0.225 -1.774 -1.982  0.086
18 H -0.704 2.515 -0.973  0.171

Cartesian forces (eV/Å) of the 6 atoms listed first:
N 0.663 -0.478 -0.331
C -0.284 0.540 0.337
C -1.210 0.658 0.231
C 1.410 -1.722 1.199
C 0.797 0.215 -0.088
C -0.561 -0.170 -0.080

# 3
Density functional theory data (the ωB97M-V functional and the def2-TZVPD basis) for a cluster of 2 separate species, C2H8OS in total at a distorted geometry.

Computed properties:
- SMILES = CSC.O
- strongest force on any atom (eV/A) = 1.54
- ΔE to the lowest compared entry with this formula, charge and spin (kJ/mol) = 47.30
- Kohn-Sham gap (eV) = 9.1

Last column: Löwdin charge in e.
CARTESIAN COORDINATES (ANGSTROEM)
1 S -1.361 0.123 -0.610  0.685
2 O 2.144 -3.040 -0.349  -0.090
3 C -2.043 1.180 0.764  -0.406
4 C 0.340 0.683 -0.661  -0.469
5 H -3.074 0.903 1.042  0.033
6 H 0.819 0.633 0.331  0.032
7 H -1.387 1.009 1.634  0.027
8 H -2.023 2.253 0.513  0.032
9 H 2.351 -2.457 0.416  0.044
10 H 1.012 0.215 -1.400  0.042
11 H 0.201 1.743 -0.932  0.023
12 H 3.020 -3.246 -0.747  0.046

Cartesian forces (eV/Å) of the 6 atoms listed first:
S -1.058 -0.539 0.373
O 1.122 0.418 0.355
C 0.900 -0.020 -0.064
C 0.221 1.466 0.418
H 0.536 -0.167 -0.455
H -0.182 -0.074 -0.348

# 4
Density functional theory data (the ωB97M-V functional and the def2-TZVPD basis) for a structure of composition C40H50Cl3GeN17O5RbS at a distorted geometry.

Computed properties:
- total charge = -2
- strongest force on any atom (eV/A) = 4.10
- expectation value of S² = 0.755
- ΔE to the lowest compared entry with this formula, charge and spin (kJ/mol) = 2.24
- multiplicity = 2
- Kohn-Sham gap (alpha / beta) (eV) = 4.3 / 4.3

Last column: Löwdin spin population.
CARTESIAN COORDINATES (ANGSTROEM)
1 Rb -0.376 -1.090 0.115  0.004
2 Ge 3.466 1.189 -3.334  0.319
3 Cl 5.172 -0.288 -2.211  0.260
4 Cl 3.771 3.324 -2.701  0.140
5 Cl 2.195 0.990 -5.276  0.209
6 S -4.745 -0.067 3.527  0.000
7 O -1.594 0.409 -2.211  0.000
8 O 1.964 0.881 -2.306  0.040
9 O -0.866 4.094 -1.046  0.000
10 O -3.393 1.766 -2.516  0.000
11 O 0.562 1.464 -0.606  0.007
12 N 3.387 5.387 2.721  0.000
13 N -2.833 0.265 1.658  0.000
14 N 3.142 -1.736 0.255  0.001
15 N 3.728 6.415 1.906  0.000
16 N -1.231 -4.468 -1.028  0.000
17 N 1.753 6.872 2.554  0.000
18 N -0.692 -3.722 -4.731  0.000
19 N 0.188 -2.650 -2.993  0.000
20 N 2.457 -3.227 1.988  0.000
21 N 1.428 -1.112 2.654  0.000
22 N 3.679 1.592 4.013  0.000
23 N 5.545 0.751 3.094  0.000
24 N 2.737 7.331 1.775  0.000
25 N 4.830 6.443 1.143  0.000
26 N 4.218 -3.826 0.641  0.001
27 N 0.763 -3.149 3.664  0.000
28 N -1.641 -5.823 -2.741  0.000
29 C 0.473 -1.986 -4.163  0.000
30 C 2.123 5.709 3.062  0.000
31 C 4.489 -4.949 1.549  0.000
32 C -5.433 -0.761 -0.842  0.000
33 C 4.786 2.146 4.609  0.000
34 C 0.101 1.065 4.877  0.000
35 C 0.026 5.237 -2.901  0.000
36 C -1.984 -6.500 -1.608  0.000
37 C -4.204 -0.272 -0.365  0.000
38 C 4.159 0.781 3.078  0.000
39 C -1.780 4.013 -2.156  0.000
40 C 6.408 -0.060 2.160  0.001
41 C -6.742 -2.149 -2.611  0.000
42 C 0.357 4.097 -1.887  0.001
43 C -2.115 0.766 4.055  0.000
44 C -2.165 1.496 -2.498  0.000
45 C -1.860 -5.615 -0.590  0.000
46 C -1.109 -4.602 -2.363  0.000
47 C 5.948 1.696 4.040  0.000
48 C -0.025 -2.634 -5.246  0.000
49 C -3.979 -0.210 1.027  0.000
50 C -5.014 -0.603 1.899  0.000
51 C -5.588 -1.145 -2.341  0.000
52 C 3.263 -2.839 0.883  0.000
53 C -1.463 5.166 -3.116  0.000
54 C 0.295 2.768 -2.626  0.001
55 C -1.788 1.792 6.227  0.000
56 C -0.754 0.569 3.838  0.000
57 C -0.397 1.687 6.039  0.000
58 C 0.886 1.609 -1.787  0.002
59 C 1.559 -2.409 2.739  0.000
60 C -6.281 -0.992 1.427  0.000
61 C -0.542 -3.683 -3.380  0.000
62 C -6.114 0.051 -3.231  0.000
63 C -2.605 1.407 5.175  0.000
64 C -4.246 -1.584 -2.885  0.000
65 C -6.518 -1.060 0.066  0.000
66 C -3.099 0.273 3.014  0.000
67 C -1.226 2.692 -2.858  0.000
68 C 5.045 -3.689 -0.493  0.003
69 H -1.734 -6.144 -3.720  0.000
70 H 4.670 2.854 5.416  0.000
71 H -2.219 2.216 7.138  0.000
72 H -1.358 2.687 -3.952  0.000
73 H 2.123 -4.180 1.966  0.000
74 H -6.691 -2.492 -3.686  0.000
75 H -6.415 -0.208 -4.212  0.000
76 H -3.408 0.138 -1.067  0.000
77 H -2.004 6.045 -2.805  0.000
78 H 5.344 -2.649 -0.584  0.005
79 H 0.835 2.778 -3.564  0.000
80 H 3.562 -5.527 1.565  0.000
81 H 1.217 1.014 4.724  0.000
82 H 0.652 5.095 -3.764  0.000
83 H 5.804 -0.937 1.850  0.000
84 H -6.995 0.470 -2.705  0.000
85 H 0.122 -2.490 -6.275  0.000
86 H -7.713 -1.690 -2.291  0.000
87 H 1.260 4.202 -1.271  0.001
88 H 3.978 -1.485 -0.367  0.002
89 H -2.039 -5.717 0.490  0.000
90 H 3.616 0.120 2.407  0.000
91 H 5.527 5.695 1.169  0.000
92 H -2.401 -7.484 -1.566  0.000
93 H -3.787 -2.369 -2.319  0.000
94 H -1.133 -4.591 -5.134  0.000
95 H -2.823 4.006 -1.808  0.000
96 H 4.793 -4.654 2.569  0.000
97 H -5.386 0.861 -3.319  0.000
98 H -3.543 -0.732 -2.850  0.000
99 H 5.360 -5.404 0.990  0.000
100 H 6.680 0.481 1.280  0.001
101 H -7.554 -1.211 -0.302  0.000
102 H 0.234 6.224 -2.526  0.000
103 H -4.380 -1.972 -3.890  0.000
104 H 0.232 -2.533 4.273  0.000
105 H 1.600 5.077 3.745  0.000
106 H 6.002 -4.261 -0.285  0.000
107 H -3.690 1.551 5.220  0.000
108 H -7.129 -1.211 2.144  0.000
109 H 6.975 2.010 4.280  0.000
110 H 0.334 2.011 6.716  0.000
111 H 4.585 -3.994 -1.439  0.000
112 H 1.036 -1.033 -4.193  0.000
113 H -1.745 5.070 -4.145  0.000
114 H 0.559 -0.730 3.059  0.000
115 H 7.373 -0.348 2.528  0.000
116 H 0.950 -4.063 4.077  0.000
117 H -6.640 -3.111 -2.002  0.000
118 H 4.864 7.317 0.610  0.000

Cartesian forces (eV/Å) of the 6 atoms listed first:
Rb 0.048 0.400 -0.141
Ge -1.107 -0.180 0.809
Cl -0.324 0.314 -0.219
Cl 0.176 0.062 -0.197
Cl 0.331 0.185 -0.324
S 1.148 -0.880 -0.797

# 5
Density functional theory data (the ωB97M-V functional and the def2-TZVPD basis) for the molecule C2H4NPS at a distorted geometry.

Computed properties:
- strongest force on any atom (eV/A) = 4.36
- ΔE to the lowest compared entry with this formula, charge and spin (kJ/mol) = 344.54
- Kohn-Sham gap (alpha / beta) (eV) = 6.4 / 6.4

Last column: Löwdin charge in e.
CARTESIAN COORDINATES (ANGSTROEM)
1 S 2.310 1.401 -3.519  -0.005
2 P 1.886 1.675 -1.578  0.296
3 N 1.022 0.405 -1.415  -0.377
4 C -0.179 -0.122 -0.753  -0.343
5 C 0.205 0.229 0.653  0.117
6 H 0.839 -0.351 1.295  0.060
7 H -1.078 0.120 -1.190  0.082
8 H -0.014 1.165 1.167  0.066
9 H -0.112 -1.206 -0.829  0.105

Cartesian forces (eV/Å) of the 6 atoms listed first:
S -0.081 0.558 1.299
P 1.940 1.991 -2.170
N -2.407 -2.112 2.964
C 2.388 -2.229 2.018
C -0.080 1.142 -1.957
H 0.379 -0.803 -0.505

Looking at total energy for the records above, in order, we have -282.84967; -252.18708; -554.39984; -6741.09199; -872.76209 hartree.